175
Properties=species:S:1:pos:R:3:forces:R:3:lowdin_charge:R:1 method="wB97M-V/def2-TZVPD" total_charge=0 energy_ev=-141885.7626 multiplicity=1 e_lumo_ev=-0.6 smiles="CCOB(O)[C@@H]1[C@](F)(P(C)O)[C@H](CCCCl)[C@](c2ccccc2)(P(O)O)OS1(=O)=O.c1ccccc1.c1ccccc1.c1ccccc1.c1ccccc1.c1ccccc1.c1ccccc1.c1ccccc1.c1ccccc1.c1ccccc1.c1ccccc1"
C 7.95177 1.30174 4.13315 -0.4 -0.1 -0.6 -0.09
C 7.87224 1.68254 2.51424 1.2 -0.9 1.2 -0.21
O 6.45766 2.09932 2.23810 0.2 -1.8 -3.5 -0.05
B 6.11974 1.80354 0.83278 3.6 0.6 0.1 -0.44
O 7.24131 1.93638 -0.16124 -2.6 1.5 1.7 0.02
C 4.68120 1.30075 0.23695 -2.1 0.9 1.0 -0.14
C 3.56570 0.80126 1.32932 -1.3 0.6 -2.3 -0.47
F 3.14091 2.11463 1.96683 0.9 -2.6 -1.2 -0.11
P 4.12151 -0.23918 2.78813 1.0 -1.2 2.3 1.02
C 5.69339 -1.33820 2.40504 1.1 -0.2 -0.5 -0.26
O 2.96150 -1.53464 3.19248 2.0 0.0 -0.5 -0.40
C 2.26129 0.34264 0.44427 -0.7 1.9 -0.7 -0.19
C 0.81182 0.43543 1.19377 -1.3 0.3 0.0 -0.14
C 0.17948 -0.90581 1.83704 -1.5 -0.4 1.0 -0.24
C -0.14257 -0.71843 3.46763 2.2 -0.6 0.1 -0.54
Cl -1.93267 -0.40744 3.83414 1.7 -0.2 -0.2 0.54
C 2.47445 -0.92720 -0.57471 -3.9 0.5 -1.9 -0.47
C 1.04795 -1.24717 -1.39741 -3.7 -0.1 -2.8 -0.09
C 0.03833 -2.48824 -1.13502 -0.9 2.2 -2.7 -0.02
C -1.33200 -2.72334 -2.05446 1.5 2.8 -1.6 -0.05
C -1.75327 -1.73096 -3.32083 4.3 0.8 3.1 -0.05
C -0.73034 -0.44568 -3.57833 0.5 -2.9 2.7 -0.05
C 0.63225 -0.21452 -2.64709 -2.6 -2.4 0.0 0.01
P 3.40253 -2.42968 0.04494 3.3 -2.3 0.9 1.00
O 4.00879 -3.24700 -1.41115 -4.1 2.3 1.1 -0.29
O 2.51372 -3.62679 0.88789 -0.1 0.9 -0.6 -0.32
O 3.29865 -0.41707 -1.72791 1.5 0.2 2.5 -0.31
S 4.80334 0.17409 -1.28678 6.9 1.9 -5.7 0.84
O 5.97446 -0.83528 -1.23524 -4.9 2.3 1.3 -0.34
O 5.22109 1.16776 -2.44816 -2.9 -3.1 4.3 -0.36
H 8.05605 0.12962 4.26129 -0.2 2.5 -0.3 0.07
H 8.88617 1.81001 4.62679 -2.0 -0.9 -0.9 0.08
H 6.92199 1.61966 4.61361 2.3 -0.5 -0.8 0.09
H 8.65124 2.53442 2.23404 -1.9 -1.8 0.5 0.14
H 8.14552 0.66830 1.94774 -0.6 2.5 0.9 0.13
H 7.38144 2.90476 -0.39567 -0.2 -1.8 0.5 0.14
H 4.19751 2.29616 -0.22363 0.9 -2.2 0.8 0.18
H 6.67031 -0.83417 2.87034 -2.4 -0.9 -1.0 0.04
H 5.59050 -2.38400 2.94233 0.0 2.1 -1.1 0.06
H 5.85062 -1.52044 1.26480 -0.2 0.2 2.1 0.02
H 3.53570 -2.22067 3.66655 -1.1 1.5 -0.9 0.06
H 2.19213 1.25598 -0.34052 0.1 -2.1 1.6 0.17
H 0.75353 1.27042 2.04510 0.7 -1.7 -2.0 0.13
H 0.02673 0.81747 0.37723 1.9 -0.9 1.7 0.13
H 0.80442 -1.88623 1.75619 -0.9 2.0 0.0 0.08
H -0.88232 -1.11085 1.33143 2.4 0.4 1.0 0.11
H 0.18679 -1.69330 4.06667 -1.0 2.1 -1.4 0.09
H 0.51652 0.15677 3.92402 -1.7 -1.7 -1.0 0.09
H 0.23611 -3.25409 -0.27878 -0.3 1.6 -1.8 0.08
H -2.06745 -3.64294 -1.87784 2.0 2.2 -0.1 0.09
H -2.71798 -1.91860 -3.99870 2.5 0.5 1.8 0.10
H -1.02441 0.25682 -4.48263 1.0 -1.4 2.2 0.08
H 1.29373 0.72626 -2.94507 -1.5 -2.3 0.8 0.09
H 3.28825 -3.00779 -2.09524 1.7 -0.9 0.9 0.09
H 2.80010 -3.76152 1.83892 -0.2 0.8 -1.8 0.07
C -5.20274 -0.94157 1.15429 0.0 0.2 -0.1 -0.09
C -6.12616 -0.89538 0.11029 0.1 0.1 0.0 -0.10
C -6.24512 0.25697 -0.66608 0.1 0.0 0.1 -0.10
C -5.43285 1.36070 -0.40437 0.0 -0.2 0.1 -0.10
C -4.50679 1.31309 0.63729 -0.1 -0.1 0.0 -0.09
C -4.39436 0.16404 1.41957 -0.1 0.0 -0.1 -0.11
H -5.11270 -1.83861 1.76130 0.0 0.1 -0.1 0.10
H -6.75425 -1.75795 -0.09794 0.1 0.1 0.0 0.10
H -6.96941 0.29505 -1.47519 0.1 0.0 0.1 0.09
H -5.52199 2.25706 -1.01240 0.0 -0.1 0.1 0.09
H -3.87273 2.17274 0.84006 -0.1 -0.1 0.0 0.10
H -3.67666 0.12930 2.23449 -0.2 0.0 -0.3 0.00
C -9.45417 2.11894 -2.24640 0.0 0.2 -0.1 -0.10
C -10.37759 2.16513 -3.29039 0.1 0.1 0.0 -0.10
C -10.49655 3.31748 -4.06677 0.1 0.0 0.1 -0.10
C -9.68428 4.42121 -3.80505 0.0 -0.2 0.1 -0.10
C -8.75823 4.37360 -2.76340 -0.1 -0.1 0.0 -0.10
C -8.64579 3.22454 -1.98111 -0.1 0.0 -0.2 -0.10
H -9.36413 1.22190 -1.63938 0.0 0.1 -0.1 0.09
H -11.00568 1.30256 -3.49863 0.1 0.1 0.0 0.10
H -11.22084 3.35556 -4.87588 0.1 0.0 0.1 0.10
H -9.77342 5.31757 -4.41309 0.0 -0.1 0.1 0.10
H -8.12416 5.23325 -2.56062 -0.1 -0.1 0.0 0.10
H -7.92809 3.18981 -1.16619 -0.1 0.0 -0.1 0.09
C 10.07885 -2.83964 -1.63550 0.0 0.2 0.0 -0.10
C 11.31206 -2.22878 -1.41008 -0.1 0.1 0.0 -0.11
C 11.41386 -0.83795 -1.41689 -0.2 -0.1 0.0 -0.10
C 10.27932 -0.05708 -1.63957 0.0 -0.3 0.0 -0.09
C 9.04540 -0.66797 -1.86126 0.0 0.1 0.0 -0.09
C 8.94538 -2.05899 -1.86368 0.2 0.0 0.0 -0.09
H 10.00055 -3.92367 -1.63351 0.0 0.1 0.0 0.09
H 12.19476 -2.83721 -1.22974 -0.1 0.1 0.0 0.10
H 12.37614 -0.36240 -1.24788 -0.1 -0.1 0.0 0.10
H 10.35754 1.02689 -1.64005 0.0 -0.1 0.0 0.10
H 8.16105 -0.05926 -2.03316 0.1 -0.1 0.1 0.08
H 7.98497 -2.53463 -2.04190 0.1 0.1 0.0 0.09
C -6.23300 2.47757 7.56539 0.1 -0.1 -0.1 -0.10
C -5.97893 1.12368 7.78261 0.0 0.1 -0.1 -0.10
C -5.17085 0.41379 6.89498 0.0 0.2 -0.1 -0.09
C -4.60827 1.06095 5.79444 -0.1 0.0 0.1 -0.10
C -4.85933 2.41579 5.57935 -0.1 -0.1 0.1 -0.09
C -5.67499 3.12344 6.46189 0.1 -0.2 0.1 -0.11
H -6.86560 3.02967 8.25550 0.1 -0.1 -0.1 0.10
H -6.41176 0.62113 8.64400 0.1 0.1 -0.1 0.10
H -4.97853 -0.64273 7.06081 0.0 0.1 0.0 0.10
H -3.97453 0.50907 5.10530 -0.2 0.1 0.2 0.02
H -4.41950 2.92036 4.72254 -0.1 -0.1 0.1 0.10
H -5.87484 4.17759 6.29096 0.0 -0.1 0.0 0.10
C 2.41800 4.23035 -5.61315 -0.2 -0.1 -0.1 -0.09
C 2.49231 2.86958 -5.31724 -0.1 0.0 0.0 -0.09
C 1.55118 1.98745 -5.84726 -0.1 0.2 -0.1 -0.11
C 0.54055 2.46526 -6.68202 0.1 0.1 0.1 -0.10
C 0.46852 3.82554 -6.98092 0.1 0.0 0.1 -0.09
C 1.40418 4.70902 -6.44338 0.0 -0.2 0.0 -0.09
H 3.14963 4.91803 -5.19714 -0.1 -0.1 -0.1 0.10
H 3.28392 2.49636 -4.67231 -0.1 0.0 -0.1 0.10
H 1.60537 0.92820 -5.61109 0.0 0.1 0.0 0.09
H -0.19007 1.77725 -7.09910 0.1 0.1 0.0 0.10
H -0.31817 4.19750 -7.63279 0.1 -0.1 0.1 0.10
H 1.34448 5.76946 -6.67202 0.0 -0.1 0.0 0.08
C -9.12115 3.50100 5.39760 -0.1 0.1 0.0 -0.10
C -9.21428 4.88890 5.29844 -0.1 -0.1 0.1 -0.10
C -10.31580 5.55482 5.83511 0.0 -0.2 0.1 -0.10
C -11.32036 4.83294 6.48029 0.1 -0.1 -0.1 -0.10
C -11.22532 3.44537 6.58272 0.2 0.1 -0.1 -0.10
C -10.12831 2.77856 6.03786 0.0 0.2 0.0 -0.09
H -8.26420 2.98203 4.97623 -0.1 0.1 0.1 0.10
H -8.42809 5.45199 4.80173 -0.1 -0.1 0.1 0.10
H -10.39136 6.63559 5.75178 0.0 -0.1 0.0 0.10
H -12.17646 5.35220 6.90288 0.1 -0.1 -0.1 0.10
H -12.00747 2.88312 7.08698 0.1 0.1 -0.1 0.09
H -10.05731 1.69703 6.11301 0.0 0.1 0.0 0.09
C 0.61084 9.87977 -8.36559 0.1 0.0 0.1 -0.10
C 1.24008 8.72109 -7.91141 0.1 0.2 0.1 -0.10
C 2.35543 8.81269 -7.07928 -0.1 0.2 0.0 -0.10
C 2.83598 10.06424 -6.69299 -0.2 0.0 -0.1 -0.10
C 2.20440 11.22287 -7.14418 0.0 -0.1 0.0 -0.10
C 1.09466 11.13134 -7.98385 0.1 -0.2 0.1 -0.10
H -0.25631 9.80802 -9.01685 0.1 0.0 0.1 0.10
H 0.86139 7.74582 -8.20690 0.1 0.1 0.0 0.09
H 2.84955 7.90978 -6.73100 -0.1 0.1 0.0 0.09
H 3.70220 10.13576 -6.04056 -0.1 0.0 -0.1 0.10
H 2.57805 12.19809 -6.84173 -0.1 -0.2 -0.1 0.10
H 0.60623 12.03426 -8.33961 0.1 -0.1 0.1 0.10
C 6.24305 -5.43918 -2.44389 0.1 -0.1 -0.1 -0.09
C 5.13202 -6.28126 -2.47950 0.1 0.0 -0.1 -0.09
C 5.10998 -7.37162 -3.34867 0.2 0.1 0.0 -0.10
C 6.20428 -7.62579 -4.17596 -0.1 0.2 0.1 -0.13
C 7.31687 -6.78582 -4.13759 -0.1 0.0 0.1 -0.10
C 7.33503 -5.69006 -3.27507 -0.2 -0.2 0.0 -0.09
H 6.25845 -4.58754 -1.76882 -0.1 -0.1 -0.1 0.09
H 4.28220 -6.08711 -1.82988 0.1 0.0 -0.1 0.09
H 4.24136 -8.02367 -3.38101 0.1 0.1 0.0 0.10
H 6.18931 -8.47829 -4.84985 0.0 0.1 0.1 0.10
H 8.17025 -6.98499 -4.78120 -0.1 0.0 0.1 0.10
H 8.19969 -5.03272 -3.24942 -0.1 -0.1 0.0 0.09
C -12.88916 -1.79275 6.49093 0.1 0.0 0.1 -0.10
C -12.25992 -2.95144 6.94511 0.1 0.1 0.0 -0.10
C -11.14457 -2.85983 7.77723 -0.1 0.2 0.0 -0.10
C -10.66402 -1.60829 8.16352 -0.1 0.0 -0.1 -0.09
C -11.29560 -0.44966 7.71233 -0.1 -0.1 0.0 -0.10
C -12.40534 -0.54118 6.87266 0.1 -0.2 0.1 -0.10
H -13.75631 -1.86450 5.83966 0.1 0.0 0.1 0.10
H -12.63861 -3.92671 6.64961 0.1 0.2 0.0 0.10
H -10.65045 -3.76275 8.12551 -0.1 0.1 0.0 0.10
H -9.79780 -1.53677 8.81595 -0.1 0.0 -0.1 0.10
H -10.92195 0.52556 8.01478 0.0 -0.1 0.0 0.09
H -12.89377 0.36173 6.51690 0.1 -0.1 0.0 0.10
C 7.43099 -11.38794 -2.63126 0.2 0.0 0.1 -0.09
C 8.06023 -12.54662 -2.17708 0.1 0.1 0.0 -0.10
C 9.17558 -12.45502 -1.34495 -0.1 0.2 0.0 -0.10
C 9.65613 -11.20348 -0.95867 -0.2 0.0 -0.1 -0.10
C 9.02455 -10.04485 -1.40985 0.0 -0.2 0.0 -0.09
C 7.91481 -10.13637 -2.24952 0.0 -0.1 0.1 -0.08
H 6.56384 -11.45969 -3.28252 0.1 0.0 0.1 0.10
H 7.68154 -13.52190 -2.47257 0.1 0.1 0.0 0.10
H 9.66970 -13.35793 -0.99667 -0.1 0.1 0.0 0.10
H 10.52235 -11.13196 -0.30623 -0.1 0.0 -0.1 0.10
H 9.39820 -9.06963 -1.10740 -0.1 -0.1 -0.1 0.10
H 7.42638 -9.23345 -2.60528 0.1 -0.1 0.1 0.07


69
Properties=species:S:1:pos:R:3:forces:R:3:lowdin_charge:R:1 method="wB97M-V/def2-TZVPD" total_charge=-1 energy_ev=-100767.0202 multiplicity=1 e_lumo_ev=2.3
C -0.12893 0.60085 1.08642 0.3 -0.2 0.3 -0.02
C -0.38429 1.28235 -0.23641 0.2 0.8 -0.2 -0.54
O 0.30501 2.22208 -0.57308 -0.1 -0.3 0.0 0.06
N -1.42852 0.78215 -1.06412 -0.3 -0.8 0.8 0.01
Ga -0.84585 -0.86740 -2.05529 0.5 -0.4 -0.5 0.45
C 1.05010 -1.27565 -1.49099 -0.3 -0.1 -0.1 -0.30
C 1.69255 -2.46806 -2.22323 0.2 0.5 -0.2 -0.31
C 2.01329 -2.17820 -3.71926 -0.3 -0.4 0.3 -0.21
C 1.38442 -3.16811 -4.73310 0.5 -0.1 0.1 -0.22
S 0.16563 -2.67243 -5.94664 -0.2 -0.7 -0.3 0.54
O 0.64584 -3.12817 -7.22667 -0.2 0.3 0.3 -0.31
O -1.13828 -3.09478 -5.51050 0.4 0.2 0.0 -0.30
O 0.22862 -1.10996 -5.97831 -0.1 0.4 0.7 -0.20
C -2.61800 0.81748 -0.39816 0.0 0.6 0.1 -0.58
C -3.77586 -0.02758 -0.87380 -0.2 0.4 -0.2 -0.04
O -2.80891 1.57085 0.57132 0.1 -0.3 -0.2 -0.02
H 0.94532 0.43078 1.19376 -0.1 0.1 -0.1 0.09
H -0.63462 -0.35545 1.21784 -0.1 0.1 -0.1 0.09
H -0.42270 1.27636 1.88891 -0.1 -0.1 -0.1 0.05
H -0.79753 -0.41489 -3.61406 0.0 0.1 -0.3 -0.05
H -1.80752 -2.11146 -1.85144 -0.1 0.1 0.1 -0.05
H 1.05620 -1.50777 -0.42054 0.1 0.2 -0.1 0.04
H 1.63347 -0.36355 -1.66543 0.2 -0.1 0.2 0.05
H 1.06663 -3.36018 -2.14197 0.0 0.1 0.1 0.07
H 2.64078 -2.68187 -1.71329 -0.1 -0.3 -0.1 0.09
H 1.75405 -1.13925 -3.92226 0.0 -0.1 -0.2 0.09
H 3.08778 -2.29525 -3.87386 0.0 0.3 0.1 0.10
H 0.91393 -4.01792 -4.23191 0.0 0.1 0.0 0.10
H 2.19041 -3.55283 -5.36028 -0.2 -0.1 0.0 0.09
H -0.13830 -0.78246 -5.09821 0.0 0.0 -0.4 0.01
H -3.59807 -0.56995 -1.79890 0.1 -0.1 0.1 0.03
H -4.04013 -0.70871 -0.06338 0.0 -0.1 -0.1 0.09
H -4.62364 0.64796 -1.01841 0.0 -0.1 0.1 0.08
C -1.91069 2.62954 6.62575 0.1 0.0 0.0 -0.11
C -1.25256 3.60762 5.65869 -0.1 -0.1 0.2 -0.27
C -0.82543 2.95860 4.34156 0.0 0.4 0.2 -0.20
C 0.20088 1.93326 4.49955 -0.1 -0.4 -0.6 -0.24
N 0.95594 1.06969 4.44625 0.2 0.1 0.4 0.15
H -1.22508 1.83219 6.91912 0.0 0.0 0.0 0.07
H -2.22938 3.14489 7.53228 0.0 0.0 0.0 0.07
H -2.79105 2.16752 6.17462 0.0 0.0 0.0 0.08
H -0.38536 4.06702 6.13815 0.0 0.0 -0.1 0.11
H -1.94500 4.41104 5.41855 0.0 0.0 0.0 0.06
H -0.42364 3.71937 3.67111 0.0 0.0 0.0 0.10
H -1.68569 2.51274 3.83619 0.0 -0.1 0.0 0.13
C 5.08944 -5.58544 0.04993 0.0 0.0 0.0 -0.11
C 4.20655 -6.80918 -0.16307 0.1 0.1 0.0 -0.27
C 2.97970 -6.50660 -1.02890 0.0 -0.2 0.0 -0.19
C 2.09696 -5.52504 -0.40296 0.0 0.0 -0.1 -0.23
N 1.43232 -4.73192 0.09172 -0.1 -0.1 0.2 0.18
H 4.54759 -4.79487 0.57027 0.0 0.0 0.0 0.07
H 5.96448 -5.84042 0.64796 0.0 0.0 0.0 0.07
H 5.43819 -5.18415 -0.90344 0.0 0.0 0.0 0.08
H 3.88154 -7.20410 0.80112 0.0 0.0 0.0 0.11
H 4.78138 -7.59803 -0.65243 0.0 0.0 0.0 0.10
H 2.40817 -7.41742 -1.21369 0.0 0.0 0.0 0.12
H 3.29103 -6.12228 -2.00275 0.0 0.1 0.0 0.12
C -2.84036 7.12300 0.20197 0.0 0.0 0.0 -0.11
C -1.66559 6.17032 0.38820 -0.1 0.1 -0.1 -0.25
C -1.93940 5.08540 1.43343 0.1 0.0 -0.1 -0.18
C -2.15461 5.64276 2.77223 -0.1 -0.1 -0.1 -0.23
N -2.32433 6.05559 3.83109 0.0 0.2 -0.1 0.15
H -3.06414 7.66204 1.12436 0.0 0.0 0.0 0.07
H -2.61899 7.86072 -0.56947 0.0 0.0 0.0 0.07
H -3.73809 6.58044 -0.09973 0.0 0.0 0.0 0.08
H -0.77326 6.73196 0.67095 0.0 0.0 0.0 0.11
H -1.44065 5.67127 -0.55463 0.0 -0.1 0.0 0.11
H -1.10306 4.38569 1.47843 0.0 0.0 0.0 0.11
H -2.81653 4.49817 1.15525 0.0 -0.1 0.0 0.12


10
Properties=species:S:1:pos:R:3:forces:R:3:lowdin_charge:R:1 method="wB97M-V/def2-TZVPD" total_charge=0 energy_ev=-77762.2250 multiplicity=1 e_lumo_ev=-0.2 relative_energy_ev=4.103
C -0.23785 0.65427 0.37627 3.8 -2.6 -0.5 -0.02
C 1.11312 -0.69770 -0.13654 -3.0 2.8 0.9 -0.55
N -1.47321 0.18082 -0.18907 -0.3 -0.1 0.0 -0.47
O -1.79505 -0.96221 0.06005 -0.2 -0.3 0.1 0.06
O -2.09661 0.94971 -0.88429 -0.3 0.2 -0.3 0.08
Br 2.79183 0.16153 -0.18737 0.3 0.0 0.0 0.64
H -0.21828 0.57253 1.45529 -0.3 0.1 0.0 0.11
H 0.07935 1.60613 -0.02174 -0.2 0.0 -0.1 0.09
H 1.04372 -1.44005 0.64298 0.0 -0.1 0.0 0.03
H 0.79298 -1.02501 -1.11556 0.1 -0.1 0.0 0.03


45
Properties=species:S:1:pos:R:3:forces:R:3:lowdin_charge:R:1 method="wB97M-V/def2-TZVPD" total_charge=0 energy_ev=-24903.7362 multiplicity=1 e_lumo_ev="-0.9 / -0.9" relative_energy_ev=1.976
C 0.38156 -0.72370 -1.23704 -0.2 -3.0 -0.9 -0.21
C -0.09710 2.18919 -2.67979 0.5 0.8 -0.5 -0.13
C -0.63910 -1.21103 -2.01257 0.9 -1.3 -0.3 -0.13
H 0.80096 -1.49722 -0.54887 -0.1 0.7 -0.7 0.09
C -1.34123 2.04884 -2.26085 -0.8 0.9 0.4 -0.14
H 0.27703 3.20611 -2.90969 -0.4 -0.5 0.4 0.10
H -0.70781 -2.32524 -2.21272 -0.2 1.1 1.5 0.11
H -1.93896 2.96449 -2.08177 0.5 -0.4 -0.2 0.10
C -1.67286 -0.48940 -2.82293 0.4 2.1 2.4 -0.18
H -2.53768 -1.09651 -2.90464 -0.8 -0.7 -0.1 0.08
H -1.39578 -0.19136 -3.79964 0.4 0.3 -1.2 0.08
C 1.36007 0.29340 -1.66768 0.2 1.9 -1.5 -0.22
H 2.33292 -0.18327 -1.94145 -0.8 -0.1 0.2 0.12
H 1.61349 1.02473 -0.90225 0.0 0.1 0.2 0.05
C 0.91109 1.12487 -2.95563 1.4 -0.4 0.7 -0.18
H 0.58826 0.42731 -3.72814 0.0 0.0 0.0 0.10
H 1.82502 1.63715 -3.33827 -0.6 -0.5 0.2 0.11
C -2.12514 0.81341 -2.00419 -0.2 -1.6 -0.5 -0.18
H -3.15764 1.00390 -2.30983 0.0 0.2 0.1 0.10
H -2.15455 0.55590 -0.91732 0.1 0.1 -0.8 0.09
Sr 0.93452 1.15089 2.10387 1.7 -0.2 1.0 1.27
H 0.21471 0.21239 0.62624 -0.9 0.3 -1.7 -0.08
C -0.93704 3.05609 3.53523 0.1 0.7 -0.1 -0.16
C -1.47058 2.82780 2.25705 -0.5 -0.5 0.2 -0.13
C -1.80132 1.51941 1.86976 0.0 0.8 0.1 -0.12
C -1.48077 0.47337 2.76145 -0.9 -2.3 -1.3 -0.40
C -1.08219 0.70509 4.08400 0.1 0.3 0.4 -0.09
C -0.77380 2.01425 4.46368 -0.4 -0.5 -0.4 -0.12
N -1.10558 -0.73897 2.07514 1.4 0.0 2.8 0.00
N -0.76278 -1.73892 2.82551 -0.1 0.9 -0.1 0.07
C 0.51799 -2.27914 2.60553 -1.0 -2.0 -0.4 -0.32
C 0.66054 -3.67382 2.91990 0.0 0.9 -0.1 -0.03
C 1.85668 -4.31427 2.61770 -0.7 -0.1 0.4 -0.11
C 2.88810 -3.58296 2.03381 0.6 0.9 -0.6 -0.09
C 2.74352 -2.19119 1.77915 1.2 -1.9 0.1 -0.17
C 1.58902 -1.54070 2.10983 -0.8 2.9 0.0 -0.19
H -0.68410 4.07842 3.82831 0.0 -0.3 -0.1 0.11
H -1.64381 3.65415 1.56486 0.1 -0.2 0.3 0.12
H -2.24858 1.26281 0.91444 0.2 0.2 0.2 0.09
H -0.96064 -0.15862 4.74648 0.2 0.4 -0.3 0.12
H -0.42804 2.21119 5.47123 0.0 0.1 -0.1 0.11
H -0.19533 -4.16005 3.37874 0.2 -0.2 -0.1 0.10
H 1.96865 -5.37812 2.84349 0.0 0.4 -0.1 0.10
H 3.83025 -4.08373 1.77234 -0.4 0.2 0.2 0.10
H 3.58503 -1.63822 1.32269 -0.4 -0.4 0.3 0.08